1.
{"formula": "C46H62BBr2F3IN4O6P2", "method": "ωB97M-V/def2-TZVPD", "orbital_gap_ha": 0.1945, "lumo_ev": -4.856, "mol_weight_g_mol": 1183.49, "e_tot_ha": -8912.3930, "total_charge": 1, "species": ["C", "C", "O", "N", "C", "C", "C", "C", "C", "C", "C", "C", "C", "F", "C", "F", "F", "C", "C", "C", "N", "C", "Br", "C", "C", "Br", "N", "C", "B", "O", "O", "P", "P", "O", "O", "O", "C", "I", "C", "C", "N", "H", "H", "H", "H", "H", "H", "H", "H", "H", "H", "H", "H", "H", "H", "H", "H", "H", "H", "H", "H", "H", "H", "H", "H", "H", "H", "H", "H", "H", "H", "H", "H", "H", "H", "H", "H", "H", "H", "C", "C", "C", "C", "C", "C", "H", "H", "H", "H", "H", "H", "C", "C", "C", "C", "C", "C", "H", "H", "H", "H", "H", "H", "C", "C", "C", "C", "C", "C", "H", "H", "H", "H", "H", "H", "C", "C", "C", "C", "C", "C", "H", "H", "H", "H", "H", "H"], "xyz": [[0.428, -1.099, 6.084], [1.931, -1.630, 5.575], [2.677, -2.230, 6.503], [2.261, -1.427, 4.118], [1.444, -2.474, 3.377], [3.739, -1.520, 3.814], [4.268, -0.345, 2.747], [3.862, -0.689, 1.174], [3.832, 0.703, 0.314], [2.532, 0.921, -0.718], [2.749, -0.272, -1.807], [2.195, -1.765, -1.417], [1.677, -2.687, -2.662], [0.787, -3.853, -2.297], [2.006, -2.557, -4.102], [3.332, -2.268, -4.695], [0.853, -2.714, -5.067], [1.211, 0.989, 0.232], [0.330, 2.439, 0.169], [-1.310, 2.055, 0.009], [-2.226, 2.975, 0.847], [0.357, 2.687, 1.753], [-0.527, 1.239, 2.952], [0.941, 3.679, 2.647], [1.843, 4.860, 2.029], [0.803, 3.697, 4.687], [1.019, 3.120, -0.974], [0.911, 4.646, -1.176], [-0.453, 5.396, -0.714], [-1.805, 5.090, -1.313], [-0.568, 6.554, 0.243], [0.514, 2.728, -2.705], [-0.422, 0.839, -3.085], [-0.531, -0.271, -2.019], [-2.104, 1.075, -3.636], [0.353, 0.183, -4.548], [2.430, 2.513, -1.260], [2.738, 2.772, -3.492], [3.789, 3.378, -0.972], [5.068, 2.879, -1.942], [5.981, 3.757, -2.490], [0.488, -0.173, 6.798], [-0.062, -2.002, 6.692], [-0.300, -0.893, 5.180], [0.732, -1.869, 2.645], [0.719, -3.067, 4.119], [2.092, -3.191, 2.719], [4.074, -2.588, 3.399], [4.423, -1.354, 4.779], [3.733, 0.648, 3.118], [5.452, -0.277, 2.865], [2.804, -1.238, 1.247], [4.680, -1.451, 0.795], [4.864, 0.689, -0.287], [3.873, 1.561, 1.144], [2.320, -0.090, -2.877], [3.929, -0.390, -1.949], [1.301, -1.715, -0.638], [3.050, -2.393, -0.869], [0.512, 0.051, 0.367], [1.769, 1.016, 1.288], [-1.503, 0.907, 0.224], [-1.722, 2.260, -1.063], [-2.782, 2.286, 1.439], [-2.990, 3.381, 0.227], [1.329, 5.884, 1.814], [2.652, 5.135, 2.870], [2.477, 4.409, 1.168], [1.006, 4.947, -2.332], [1.781, 5.254, -0.683], [-2.017, 5.823, -1.965], [-1.129, 6.171, 1.007], [-0.583, 3.659, -3.067], [-2.694, 0.372, -3.200], [-0.325, -0.299, -5.106], [4.132, 3.454, 0.140], [3.688, 4.513, -1.339], [5.280, 1.725, -2.160], [5.720, 4.726, -2.205], [-2.900, -7.004, 4.166], [-2.917, -6.923, 2.774], [-1.902, -6.243, 2.102], [-0.864, -5.651, 2.822], [-0.845, -5.735, 4.213], [-1.865, -6.407, 4.887], [-3.693, -7.531, 4.690], [-3.723, -7.390, 2.213], [-1.920, -6.175, 1.017], [-0.070, -5.126, 2.297], [-0.035, -5.276, 4.774], [-1.852, -6.468, 5.971], [0.879, -4.984, -10.651], [0.253, -3.740, -10.577], [0.054, -3.130, -9.339], [0.492, -3.760, -8.174], [1.122, -5.002, -8.248], [1.312, -5.616, -9.485], [1.030, -5.460, -11.616], [-0.082, -3.246, -11.486], [-0.440, -2.164, -9.281], [0.342, -3.283, -7.209], [1.465, -5.492, -7.340], [1.798, -6.586, -9.542], [-6.071, 6.210, -3.345], [-6.636, 7.215, -4.130], [-5.823, 8.013, -4.934], [-4.444, 7.801, -4.959], [-3.880, 6.794, -4.177], [-4.692, 6.002, -3.366], [-6.705, 5.591, -2.716], [-7.711, 7.376, -4.115], [-6.263, 8.800, -5.541], [-3.811, 8.420, -5.589], [-2.805, 6.627, -4.198], [-4.251, 5.221, -2.752], [-3.292, -3.592, 6.867], [-3.119, -2.543, 7.771], [-3.518, -2.694, 9.098], [-4.081, -3.897, 9.526], [-4.249, -4.946, 8.623], [-3.859, -4.793, 7.293], [-2.984, -3.473, 5.831], [-2.675, -1.608, 7.439], [-3.390, -1.874, 9.801], [-4.387, -4.016, 10.561], [-4.686, -5.884, 8.956], [-3.996, -5.609, 6.589]]}

***

2.
{"formula": "C5H7O4Zn", "method": "ωB97M-V/def2-TZVPD", "orbital_gap_ha": 0.2055, "lumo_ev": 3.322, "mol_weight_g_mol": 196.50, "e_tot_ha": -2274.9261, "total_charge": -1, "species": ["O", "C", "O", "O", "C", "C", "O", "C", "C", "Zn", "H", "H", "H", "H", "H", "H", "H"], "xyz": [[1.197, -0.808, -0.295], [2.698, -0.276, 0.082], [2.547, 0.927, -0.102], [-0.669, 1.744, 0.831], [-1.510, 1.551, -0.334], [-2.322, 0.285, -0.245], [-1.550, -0.906, -0.547], [-0.918, -1.589, 0.513], [0.495, -1.967, 0.096], [0.461, 1.021, -0.524], [-2.208, 2.398, -0.494], [-3.134, 0.298, -0.990], [-2.766, 0.151, 0.766], [-1.472, -2.510, 0.767], [-0.874, -0.948, 1.407], [0.451, -2.663, -0.759], [1.015, -2.458, 0.933]]}

***

3.
{"formula": "C8H17IrO3P2", "method": "ωB97M-V/def2-TZVPD", "orbital_gap_ha": [0.1689, 0.2268], "lumo_ev": [-2.275, -7.411], "mol_weight_g_mol": 415.39, "e_tot_ha": -1327.2140, "s_squared": 8.760, "multiplicity": 6, "total_charge": 1, "species": ["C", "C", "C", "C", "C", "Ir", "P", "H", "H", "H", "H", "H", "H", "H", "H", "C", "O", "P", "O", "C", "O", "C", "H", "H", "H", "H", "H", "H", "H", "H", "H"], "xyz": [[0.435, -2.525, -2.264], [1.707, -2.277, -1.618], [2.051, -0.891, -1.835], [0.996, -0.289, -2.617], [0.009, -1.293, -2.892], [0.101, -1.055, -0.651], [-0.795, -2.512, 0.768], [-0.097, -3.468, -2.301], [2.292, -2.996, -1.054], [2.932, -0.377, -1.458], [-0.910, -1.144, -3.453], [0.967, 0.741, -2.958], [-0.407, -2.531, 2.134], [-0.567, -3.871, 0.390], [-2.210, -2.460, 0.835], [-1.320, -0.067, 2.977], [-0.099, 0.293, 2.268], [-0.120, 0.691, 0.715], [-1.420, 1.647, 0.531], [-1.433, 2.925, 1.263], [1.151, 1.660, 0.597], [1.432, 2.475, -0.583], [-1.193, -1.065, 3.426], [-2.216, -0.074, 2.328], [-1.479, 0.669, 3.769], [-2.483, 3.140, 1.470], [-0.873, 2.866, 2.213], [-1.012, 3.723, 0.628], [0.612, 2.477, -1.325], [1.612, 3.500, -0.238], [2.336, 2.087, -1.065]]}

***

4.
{"formula": "C21H17N2O4S", "method": "ωB97M-V/def2-TZVPD", "orbital_gap_ha": 0.2407, "lumo_ev": 2.135, "mol_weight_g_mol": 393.44, "e_tot_ha": -1619.0358, "total_charge": -1, "species": ["C", "C", "C", "C", "C", "C", "C", "C", "N", "C", "C", "C", "C", "C", "O", "C", "C", "C", "C", "C", "C", "C", "C", "S", "H", "H", "H", "H", "H", "H", "H", "H", "H", "H", "H", "H", "H", "H", "H", "H", "H", "N", "O", "O", "O"], "xyz": [[0.711, -4.810, 1.611], [-0.147, -4.887, 0.597], [-0.453, -3.696, -0.246], [0.129, -3.487, -1.497], [-0.174, -2.349, -2.230], [-1.071, -1.419, -1.724], [-1.653, -1.613, -0.477], [-1.346, -2.755, 0.253], [-2.550, -0.641, 0.019], [-2.122, 0.692, -0.061], [-2.204, 1.565, 1.017], [-1.765, 2.874, 0.898], [-1.224, 3.340, -0.291], [-0.732, 4.760, -0.389], [0.271, 4.964, -1.380], [1.416, 4.217, -1.266], [1.951, 3.799, -0.050], [3.107, 3.031, -0.042], [3.737, 2.682, -1.227], [3.215, 3.128, -2.437], [2.057, 3.890, -2.453], [-1.141, 2.468, -1.370], [-1.589, 1.164, -1.261], [-1.503, 0.044, -2.629], [1.409, -3.978, 1.652], [0.708, -5.503, 2.450], [-0.638, -5.822, 0.343], [0.835, -4.212, -1.882], [0.287, -2.187, -3.197], [-1.812, -2.906, 1.221], [-2.904, -0.882, 0.934], [-2.607, 1.200, 1.956], [-1.829, 3.512, 1.773], [-1.547, 5.428, -0.677], [-0.375, 5.115, 0.584], [1.465, 4.068, 0.878], [3.510, 2.691, 0.904], [4.623, 2.061, -1.178], [3.718, 2.870, -3.360], [1.644, 4.226, -3.397], [-0.706, 2.828, -2.294], [-0.678, -6.368, 4.986], [-1.024, -6.777, 6.109], [0.464, -6.636, 4.540], [-1.462, -5.688, 4.290]]}

***

5.
{"formula": "C21H23Cl45O3", "method": "ωB97M-V/def2-TZVPD", "orbital_gap_ha": 0.3973, "lumo_ev": 0.156, "mol_weight_g_mol": 1918.80, "e_tot_ha": -21748.2278, "species": ["C", "C", "C", "C", "C", "O", "C", "O", "O", "H", "H", "H", "H", "H", "H", "H", "H", "C", "Cl", "Cl", "Cl", "H", "C", "Cl", "Cl", "Cl", "H", "C", "Cl", "Cl", "Cl", "H", "C", "Cl", "Cl", "Cl", "H", "C", "Cl", "Cl", "Cl", "H", "C", "Cl", "Cl", "Cl", "H", "C", "Cl", "Cl", "Cl", "H", "C", "Cl", "Cl", "Cl", "H", "C", "Cl", "Cl", "Cl", "H", "C", "Cl", "Cl", "Cl", "H", "C", "Cl", "Cl", "Cl", "H", "C", "Cl", "Cl", "Cl", "H", "C", "Cl", "Cl", "Cl", "H", "C", "Cl", "Cl", "Cl", "H", "C", "Cl", "Cl", "Cl", "H"], "xyz": [[8.472, -2.094, 2.081], [7.615, -3.038, 2.469], [6.119, -2.926, 2.445], [5.524, -4.322, 2.328], [5.565, -1.961, 1.359], [5.093, -0.839, 2.112], [5.649, -0.985, 3.351], [6.148, -0.114, 4.035], [5.573, -2.326, 3.638], [9.523, -2.311, 2.098], [8.131, -1.119, 1.779], [8.001, -3.960, 2.869], [5.803, -4.730, 1.366], [4.449, -4.233, 2.401], [5.903, -4.931, 3.136], [6.401, -1.658, 0.744], [4.754, -2.388, 0.796], [2.693, -1.209, -1.911], [1.511, -1.757, -3.103], [1.933, -0.807, -0.378], [3.933, -2.444, -1.654], [3.176, -0.322, -2.298], [-0.780, 2.380, -1.550], [-0.173, 0.878, -2.248], [-2.268, 2.905, -2.339], [-1.021, 2.172, 0.187], [-0.031, 3.146, -1.696], [-1.141, 0.947, 4.477], [0.528, 0.444, 4.189], [-1.703, 2.001, 3.174], [-2.190, -0.456, 4.661], [-1.163, 1.505, 5.406], [-2.402, 6.467, 3.114], [-2.045, 4.999, 2.209], [-3.779, 7.305, 2.398], [-2.712, 6.084, 4.811], [-1.543, 7.121, 3.068], [4.820, -3.683, -5.053], [6.532, -4.120, -5.092], [4.377, -2.772, -6.497], [3.805, -5.114, -4.879], [4.655, -3.050, -4.194], [-4.894, 1.793, -4.472], [-5.077, 3.366, -3.697], [-6.463, 1.023, -4.697], [-4.043, 1.941, -6.013], [-4.299, 1.167, -3.822], [-4.500, 2.612, -9.784], [-5.201, 1.057, -10.253], [-3.719, 3.381, -11.164], [-5.723, 3.663, -9.079], [-3.745, 2.420, -9.034], [-7.091, 4.440, 0.376], [-6.400, 3.423, -0.894], [-5.815, 5.371, 1.161], [-8.337, 5.502, -0.282], [-7.551, 3.801, 1.117], [-5.806, -2.007, -12.222], [-4.063, -2.249, -12.337], [-6.416, -1.140, -13.631], [-6.643, -3.546, -12.019], [-6.004, -1.403, -11.348], [6.506, -7.073, -1.764], [5.796, -5.468, -1.946], [6.692, -7.492, -0.060], [5.536, -8.279, -2.605], [7.488, -7.056, -2.215], [0.268, 0.254, 8.539], [0.373, -1.287, 7.694], [-1.047, 1.245, 7.884], [0.042, 0.001, 10.266], [1.191, 0.794, 8.392], [-1.589, 8.170, 7.681], [-0.173, 7.196, 8.079], [-2.144, 9.079, 9.086], [-1.249, 9.248, 6.328], [-2.382, 7.500, 7.379], [-1.478, -4.168, 5.676], [-0.838, -5.620, 4.904], [-3.039, -3.724, 4.984], [-1.602, -4.385, 7.421], [-0.790, -3.355, 5.486], [-10.186, 2.362, -9.092], [-10.559, 3.848, -9.968], [-8.489, 1.929, -9.292], [-10.594, 2.525, -7.382], [-10.792, 1.569, -9.506], [4.329, -2.217, 8.500], [4.402, -2.799, 6.841], [3.589, -0.614, 8.573], [3.451, -3.349, 9.530], [5.340, -2.134, 8.875]]}

***

6.
{"formula": "C4H9N3O", "method": "ωB97M-V/def2-TZVPD", "orbital_gap_ha": 0.3544, "lumo_ev": 0.917, "mol_weight_g_mol": 115.14, "e_tot_ha": -397.0956, "species": ["C", "C", "C", "C", "H", "H", "H", "H", "H", "H", "H", "H", "H", "N", "N", "N", "O"], "xyz": [[2.833, -0.186, -0.346], [-1.181, 1.963, 0.048], [-1.437, -0.478, -0.395], [-1.115, -1.674, 0.571], [3.143, -0.779, 0.266], [3.018, 0.742, 0.007], [3.111, -0.507, -1.559], [-1.704, 1.810, 1.362], [-2.310, 2.100, -0.408], [-0.495, 2.665, 0.328], [-1.355, -2.558, -0.140], [-0.077, -1.742, 0.740], [-1.628, -1.808, 1.385], [1.298, -0.412, -0.459], [0.860, 0.654, -0.091], [-0.606, 0.679, -0.222], [-2.355, -0.470, -1.087]]}